Record 1
The molecule C4H5NO, computed with ωB97M-V with the def2-TZVPD basis set.

Each line ends with the natural charge from an NBO analysis.
Cartesian coordinates (Å):
C -2.170 0.460 -0.282  -0.44
C 1.102 -0.168 -0.122  0.06
C 2.217 -0.649 0.610  -0.09
O 1.973 -0.991 -0.782  -0.44
C 0.135 0.656 -0.349  0.26
N -0.803 1.390 -0.542  -0.35
H -2.533 0.400 -1.319  0.22
H -2.965 0.971 0.303  0.20
H -1.976 -0.421 0.360  0.20
H 3.087 -0.013 0.765  0.19
H 2.079 -1.472 1.310  0.19

Atoms 1-2, force components in eV/Å:
0.541 2.091 -0.008
-0.375 0.618 0.037

Values from the calculation:
**Calculated total energy**: -7762.1628 eV
**Frontier orbital gap**: 0.345 Ha
**HOMO energy**: -8.40 eV
**ΔE to the lowest compared entry with this formula, charge and spin**: 421.03 kJ/mol
**LUMO level**: 0.977 eV
**SMILES**: CN=C=C1CO1

=====

Record 2
An isolated ion of composition C5H10 and charge -1, computed with ωB97M-V with the def2-TZVPD basis set.

Each line ends with the Mulliken spin population.
Cartesian coordinates (Å):
C 2.102 0.503 0.665  0.04
C 0.853 -0.295 0.537  0.07
C -0.340 0.539 0.041  -0.03
C -1.643 -0.306 -0.116  0.45
C -2.281 -0.547 -1.307  0.48
H 2.873 -0.058 1.216  0.01
H 2.001 1.444 1.267  -0.04
H 2.522 0.612 -0.337  -0.01
H 0.564 -0.874 1.481  -0.12
H 0.902 -1.179 -0.127  0.12
H -0.435 1.553 0.485  0.04
H -0.085 0.771 -1.015  -0.01
H -1.850 -0.843 0.837  -0.04
H -1.798 -0.637 -2.278  0.03
H -3.384 -0.682 -1.348  -0.01

Atoms 1-2, force components in eV/Å:
1.470 -0.241 0.872
-2.078 -1.215 1.408

Values from the calculation:
**Calculated total energy**: -5343.9418 eV
**Frontier orbital gap (alpha / beta)**: 0.113 / 0.230 Ha
**HOMO energy (alpha / beta)**: 1.09 / -2.15 eV
**ΔE to the lowest compared entry with this formula, charge and spin**: 101.51 kJ/mol
**LUMO level (alpha / beta)**: 4.154 / 4.106 eV
**Net charge**: -1
**2S+1**: 2
**<S²>**: 0.7538

=====

Record 3
A 2-piece molecular cluster, C4H10Cl2N2O3P overall, computed with ωB97M-V with the def2-TZVPD basis set.

Each line ends with the natural charge from an NBO analysis.
Cartesian coordinates (Å):
C -0.323 -1.191 0.792  -0.21
C 1.464 -0.443 -0.720  -0.25
C -1.656 -0.534 1.068  -0.50
C 2.531 -1.454 -0.425  -0.39
N -2.172 1.419 -1.209  -0.54
N 0.589 -0.109 0.357  -0.79
O -0.514 1.952 1.754  -1.11
O 1.316 2.320 -0.020  -1.11
O -2.560 2.748 -1.025  -0.63
P 0.120 1.536 0.450  2.17
Cl -2.922 -1.721 0.919  -0.07
Cl 3.956 -0.814 0.357  -0.07
H -0.337 -2.027 -0.046  0.17
H 0.051 -1.832 1.625  0.19
H 0.879 -0.898 -1.595  0.17
H 1.926 0.421 -1.271  0.26
H -1.795 0.379 0.351  0.29
H -1.478 -0.114 2.133  0.25
H 2.904 -1.880 -1.382  0.21
H 2.210 -2.349 0.244  0.21
H -1.770 1.557 -2.230  0.30
H -2.419 3.034 -0.128  0.46

Atoms 1-2, force components in eV/Å:
0.948 -1.436 -2.086
-0.332 -0.215 -2.661

Values from the calculation:
**Calculated total energy**: -47765.6439 eV
**Frontier orbital gap (alpha / beta)**: 0.278 / 0.233 Ha
**HOMO energy (alpha / beta)**: -4.43 / -3.20 eV
**ΔE to the lowest compared entry with this formula, charge and spin**: 267.61 kJ/mol
**LUMO level (alpha / beta)**: 3.148 / 3.152 eV
**Net charge**: -1

=====

Record 4
C2H6N4 as an isolated structure, computed with ωB97M-V with the def2-TZVPD basis set.

Each line ends with the natural charge from an NBO analysis.
Cartesian coordinates (Å):
C 0.352 1.024 -0.181  -0.17
C 1.347 0.026 -0.136  0.03
N -0.757 1.021 0.709  -0.44
N 1.121 -1.014 0.479  -0.73
N -1.451 0.209 -0.237  -0.10
N -1.524 -1.081 -0.246  -0.41
H 0.327 1.754 -0.984  0.18
H 2.101 0.283 -0.958  0.16
H -0.445 0.309 1.359  0.37
H 1.895 -1.799 0.472  0.36
H -1.655 0.796 -1.066  0.41
H -1.310 -1.529 0.789  0.35

Atoms 1-2, force components in eV/Å:
0.666 1.519 -0.299
0.280 3.860 -4.539

Values from the calculation:
**Calculated total energy**: -8125.9371 eV
**Frontier orbital gap (alpha / beta)**: 0.274 / 0.303 Ha
**HOMO energy (alpha / beta)**: -7.41 / -7.60 eV
**ΔE to the lowest compared entry with this formula, charge and spin**: 593.94 kJ/mol
**LUMO level (alpha / beta)**: 0.031 / 0.634 eV

=====

Record 5
A 2-piece molecular cluster, C3H6BrF2N overall, computed with ωB97M-V with the def2-TZVPD basis set.

Each line ends with the natural charge from an NBO analysis.
Cartesian coordinates (Å):
C 0.028 -0.852 0.304  -0.59
C -0.520 0.010 -0.862  -0.55
C 0.542 0.972 -1.166  0.90
N 1.397 2.060 0.867  -0.77
F 1.699 0.472 -1.513  -0.30
F 0.246 2.120 -1.821  -0.32
Br 3.134 1.339 1.082  0.14
H 0.879 -1.285 -0.048  0.20
H -0.704 -1.616 0.445  0.21
H 0.301 -0.108 1.013  0.25
H -1.368 0.571 -0.360  0.25
H -0.654 -0.647 -1.677  0.24
H 1.464 2.989 0.544  0.32

Atoms 1-2, force components in eV/Å:
-1.626 1.485 -1.310
0.006 1.228 2.950

Values from the calculation:
**Calculated total energy**: -80171.5978 eV
**Frontier orbital gap (alpha / beta)**: 0.279 / 0.335 Ha
**HOMO energy (alpha / beta)**: -8.22 / -9.02 eV
**ΔE to the lowest compared entry with this formula, charge and spin**: 417.55 kJ/mol
**LUMO level (alpha / beta)**: -0.641 / 0.092 eV

=====

Record 6
C5H9NO as an isolated structure, computed with ωB97M-V with the def2-TZVPD basis set.

Each line ends with the natural charge from an NBO analysis.
Cartesian coordinates (Å):
C -2.011 -0.586 -0.397  -0.62
C -0.712 -1.145 0.155  -0.05
N 0.346 -1.363 -0.877  -0.61
C 1.091 -0.351 -0.305  0.62
O 2.059 0.312 -0.737  -0.60
C 0.262 -0.150 0.823  -0.49
C 1.517 1.919 0.517  -0.24
H -1.821 0.335 -0.960  0.21
H -2.694 -0.346 0.424  0.22
H -2.513 -1.307 -1.053  0.20
H -0.891 -2.066 0.722  0.19
H 0.157 -1.377 -1.874  0.38
H 0.604 -0.282 1.847  0.21
H 2.558 2.116 0.304  0.20
H 1.251 1.927 1.565  0.19
H 0.795 2.366 -0.154  0.20

Atoms 1-2, force components in eV/Å:
-0.025 0.015 -0.004
-0.301 -0.103 0.089

Values from the calculation:
**Calculated total energy**: -8863.5188 eV
**Frontier orbital gap (alpha / beta)**: 0.259 / 0.270 Ha
**HOMO energy (alpha / beta)**: -7.71 / -7.84 eV
**ΔE to the lowest compared entry with this formula, charge and spin**: 549.37 kJ/mol
**LUMO level (alpha / beta)**: -0.660 / -0.481 eV

=====

Look up the ΔE to the lowest compared entry with this formula, charge and spin of the second one.
101.51 kJ/mol